Entry 1:
The following is a DFT calculation (wB97M-V/def2-TZVPD) of C31H37AlN5 as an isolated structure at a distorted geometry.

Each line ends with the Löwdin charge.
CARTESIAN COORDINATES (ANGSTROEM)
Al -0.99 -0.21 -0.42  0.69
N 0.20 -3.38 4.21  0.07
N -1.16 -2.70 -1.99  0.03
C 0.99 1.73 -0.93  -0.29
C 2.15 1.15 -0.43  -0.24
C 1.95 0.75 0.91  -0.26
C 2.97 0.24 1.84  -0.08
H 3.83 -0.18 1.30  0.06
H 2.54 -0.54 2.48  0.04
H 3.31 1.05 2.51  0.07
C 0.62 1.09 1.30  -0.34
C 0.11 1.09 2.58  -0.08
H 0.85 1.25 3.38  0.06
H 0.26 -0.81 3.14  0.00
H -0.96 1.20 2.76  0.03
C -0.11 1.54 0.05  -0.39
C -1.19 2.59 0.21  -0.09
H -1.93 2.26 0.94  0.05
H -1.68 2.77 -0.75  0.05
H -0.78 3.56 0.57  0.09
C 3.47 1.12 -1.13  -0.04
H 4.01 2.07 -0.98  0.08
H 3.36 0.96 -2.21  0.06
H 4.10 0.32 -0.72  0.06
C 0.92 2.64 -2.09  -0.08
H -0.10 3.00 -2.26  0.06
H 1.26 2.14 -3.00  0.05
H 1.56 3.52 -1.93  0.08
C -0.43 -4.50 4.51  -0.21
H -0.23 -4.97 5.47  0.08
C -1.40 -5.10 3.68  -0.15
H -1.99 -5.93 4.04  0.06
C -1.58 -4.59 2.39  -0.13
H -2.33 -4.96 1.70  0.09
C -0.77 -3.55 1.98  -0.10
H -0.80 -3.14 0.98  0.08
C 0.06 -2.91 2.94  -0.43
C 0.63 -1.67 2.59  -0.08
H 1.05 -1.55 1.59  0.02
C -0.98 -1.38 -2.00  -0.23
C -0.75 -3.26 -3.15  -0.16
H -0.83 -4.32 -3.34  0.09
C -0.32 -2.27 -3.99  -0.07
H 0.06 -2.33 -5.00  0.11
N -0.51 -1.07 -3.33  -0.02
C -0.52 0.18 -3.98  -0.14
C 0.55 0.53 -4.83  -0.22
C 0.35 1.61 -5.68  -0.01
H 1.13 1.85 -6.39  0.11
C -0.79 2.39 -5.67  -0.27
C -0.98 3.54 -6.62  -0.06
H -1.54 4.37 -6.16  0.08
H -1.54 3.23 -7.51  0.08
H -0.02 3.92 -6.96  0.07
C -1.79 2.08 -4.75  -0.01
H -2.68 2.68 -4.67  0.12
C -1.68 0.97 -3.91  -0.18
C -2.83 0.63 -3.00  -0.04
H -3.45 -0.22 -3.33  0.11
H -3.48 1.51 -2.91  0.09
H -2.47 0.39 -1.95  0.01
C 1.84 -0.19 -4.78  -0.04
H 1.79 -1.18 -5.25  0.07
H 2.19 -0.31 -3.75  0.09
H 2.57 0.40 -5.33  0.08
N -3.77 -0.09 0.27  0.04
C -4.68 -0.32 1.22  -0.07
C -3.99 -0.84 2.31  -0.02
C -2.65 -0.88 1.95  -0.05
N -2.52 -0.44 0.67  0.01
H -3.96 0.29 -0.65  0.14
H -5.73 -0.12 1.06  0.12
H -4.39 -1.17 3.25  0.10
H -1.77 -1.18 2.50  0.09

Molar mass, g mol⁻¹: 506.65
Calculated total energy, eV: -46790.441
E_LUMO (spin up / spin down), eV: 1.97 / 1.97
E_HOMO (spin up / spin down), eV: -1.178 / -1.177
Charge: -1

=====

Entry 2:
The following is a DFT calculation (wB97M-V/def2-TZVPD) of C31H37Br6N9O18 as an isolated structure at a distorted geometry.

Each line ends with the Löwdin charge.
CARTESIAN COORDINATES (ANGSTROEM)
C -2.01 -7.15 0.05  0.05
N -2.05 -5.66 0.05  -0.39
O -1.11 -5.06 -0.49  0.07
O -3.00 -5.03 0.54  0.03
H -1.75 -7.46 1.06  0.10
H -1.30 -7.64 -0.63  0.10
H -3.06 -7.47 0.02  0.10
C 0.65 4.70 4.68  0.06
N 1.06 5.69 3.60  -0.42
O 0.99 6.88 3.85  0.05
O 1.50 5.25 2.54  0.03
H 0.51 5.31 5.57  0.09
H 1.49 4.03 4.91  0.09
H -0.19 4.11 4.32  0.08
C -5.70 -4.10 2.11  0.05
N -5.78 -3.40 0.79  -0.37
O -6.60 -3.61 -0.12  0.04
O -5.09 -2.36 0.67  0.02
H -5.68 -3.45 2.98  0.11
H -4.88 -4.82 2.07  0.08
H -6.57 -4.76 2.16  0.09
C -5.28 -0.64 -1.76  0.04
N -3.93 -0.86 -2.36  -0.38
O -3.05 -1.47 -1.70  0.04
O -3.79 -0.31 -3.42  0.07
H -5.10 0.09 -0.97  0.10
H -5.75 -1.59 -1.51  0.07
H -5.94 -0.11 -2.45  0.09
C -0.91 -0.58 -4.21  0.04
N -0.70 -0.85 -5.67  -0.43
O 0.23 -0.23 -6.24  0.02
O -1.56 -1.46 -6.27  0.04
H -1.62 0.24 -4.18  0.09
H 0.08 -0.41 -3.79  0.09
H -1.35 -1.51 -3.86  0.08
C -2.09 3.97 0.61  -0.04
C -1.37 5.12 0.18  -0.02
C -1.88 5.93 -0.83  -0.01
C -3.02 5.56 -1.48  -0.13
C -3.77 4.45 -0.99  -0.02
C -3.30 3.69 0.03  -0.09
N -3.67 6.34 -2.60  -0.32
O -4.90 6.24 -2.84  0.04
O -2.89 6.87 -3.36  0.08
H -1.73 3.47 1.50  0.09
H -0.60 5.42 0.88  0.09
H -1.45 6.84 -1.22  0.12
H -4.71 4.21 -1.46  0.11
H -3.91 2.89 0.43  0.11
C -0.81 -1.82 -0.17  -0.05
C 0.33 -0.95 -0.29  -0.06
C 0.54 0.02 0.64  -0.03
C -0.42 0.25 1.60  -0.11
C -1.56 -0.53 1.69  -0.03
C -1.68 -1.62 0.90  -0.09
N -0.28 1.44 2.58  -0.34
O -0.99 1.49 3.57  -0.04
O 0.55 2.31 2.26  0.03
H -0.89 -2.63 -0.88  0.08
H 1.04 -1.00 -1.10  0.04
H 1.45 0.57 0.46  0.10
H -2.39 -0.27 2.33  0.12
H -2.49 -2.31 1.08  0.08
C 3.99 5.07 -1.07  -0.09
C 4.49 4.60 -2.29  -0.07
C 4.65 3.20 -2.36  -0.02
C 4.22 2.29 -1.40  -0.14
C 3.61 2.78 -0.24  0.03
C 3.58 4.20 -0.03  -0.03
N 4.30 0.84 -1.69  -0.30
O 5.23 0.43 -2.39  0.08
O 3.37 0.17 -1.18  0.02
H 3.90 6.14 -0.91  0.09
H 4.83 5.21 -3.11  0.10
H 5.15 2.79 -3.23  0.11
H 3.23 2.10 0.51  0.10
H 3.31 4.59 0.94  0.08
C 3.37 -4.27 0.33  -0.16
C 2.49 -3.41 1.07  -0.14
C 2.94 -2.22 1.49  -0.10
C 4.25 -1.87 1.19  -0.18
C 5.03 -2.65 0.37  -0.05
C 4.66 -3.92 -0.08  -0.11
N 4.73 -0.55 1.55  -0.43
O 4.27 0.00 2.58  -0.16
O 5.62 -0.02 0.84  -0.11
H 3.03 -5.30 0.27  0.07
H 1.57 -3.84 1.43  0.08
H 2.29 -1.60 2.09  0.06
H 6.07 -2.35 0.35  0.11
H 5.40 -4.62 -0.43  0.09
C 1.96 -1.21 5.85  -1.37
Br 1.21 0.59 5.38  0.57
Br 3.99 -1.02 5.66  0.50
Br 1.36 -2.68 4.60  0.55
H 1.73 -1.28 6.91  -0.04
C 2.02 -4.54 -3.71  -1.52
Br 3.50 -5.83 -3.61  0.55
Br 1.26 -4.12 -5.53  0.50
Br 2.32 -2.86 -2.79  0.66
H 1.18 -5.05 -3.25  -0.05

Expectation value of S²: 0.7681
Molar mass, g mol⁻¹: 1303.11
Spin multiplicity: 2
Calculated total energy, eV: -503240.326
E_LUMO (spin up / spin down), eV: 0.73 / 0.73
E_HOMO (spin up / spin down), eV: -1.621 / -5.065
Charge: -1

=====

Entry 3:
The following is a DFT calculation (wB97M-V/def2-TZVPD) of C31H37CdN6O2 as an isolated structure at a distorted geometry.

Each line ends with the Löwdin charge.
CARTESIAN COORDINATES (ANGSTROEM)
Cd 1.20 1.04 1.68  1.45
C 1.77 -0.84 4.97  -0.12
O 1.01 -0.48 3.84  -0.21
C -0.09 -1.28 3.55  -0.25
C -0.28 -2.51 4.14  -0.08
C -1.40 -3.29 3.83  -0.16
C -2.31 -2.79 2.90  -0.15
C -2.13 -1.56 2.29  -0.05
C -1.00 -0.75 2.58  -0.31
N -0.73 0.43 2.03  -0.18
N -1.56 0.84 0.96  -0.07
C -1.40 2.09 0.44  -0.23
C -0.38 3.11 0.64  -0.41
O 0.63 3.05 1.55  -0.35
C -0.39 4.26 -0.18  -0.08
C -1.28 4.52 -1.19  -0.11
C -2.30 3.58 -1.43  -0.22
C -3.25 3.76 -2.47  -0.07
C -4.25 2.85 -2.70  -0.13
C -4.37 1.71 -1.87  -0.12
C -3.46 1.51 -0.86  -0.06
C -2.38 2.41 -0.61  -0.15
H 1.13 -1.03 5.83  0.09
H 2.43 0.00 5.19  0.09
H 2.38 -1.73 4.79  0.08
H 0.44 -2.89 4.86  0.09
H -1.55 -4.26 4.31  0.07
H -3.19 -3.38 2.65  0.09
H -2.83 -1.17 1.56  0.08
H 0.41 4.97 0.02  0.09
H -1.20 5.41 -1.80  0.08
H -3.16 4.64 -3.10  0.10
H -4.96 3.02 -3.51  0.08
H -5.17 1.00 -2.02  0.08
H -3.54 0.64 -0.22  0.09
C 2.37 -1.27 -0.71  -0.15
C 1.32 -0.32 -1.30  -0.36
N 1.50 1.02 -0.78  -0.05
C 2.76 1.69 -1.09  -0.19
C 3.44 2.32 0.14  -0.20
N 3.55 1.38 1.29  -0.12
C 4.40 0.20 1.09  -0.20
C 3.68 -1.13 1.39  -0.22
N 2.38 -1.17 0.75  -0.09
H 3.37 -1.04 -1.10  0.10
H 2.12 -2.28 -1.05  0.11
H -0.55 -0.13 -0.29  0.08
H 1.44 -0.33 -2.39  0.14
H 0.70 1.62 -0.98  0.10
H 2.60 2.50 -1.80  0.12
H 3.43 0.99 -1.57  0.10
H 2.82 3.15 0.48  0.10
H 4.42 2.70 -0.17  0.11
H 3.82 1.89 2.11  0.11
H 5.30 0.26 1.70  0.11
H 4.74 0.19 0.05  0.10
H 3.52 -1.20 2.47  0.10
H 4.34 -1.95 1.10  0.11
H 1.75 -1.84 1.18  0.11
C -0.49 -3.60 -0.46  -0.04
C -1.00 -2.86 -1.69  -0.19
C -1.72 -3.56 -2.66  -0.07
C -2.21 -2.91 -3.78  -0.10
C -2.00 -1.55 -3.94  -0.06
C -1.29 -0.82 -2.98  -0.19
C -1.13 0.68 -3.12  -0.03
C -0.76 -1.49 -1.87  -0.17
N 0.00 -0.76 -0.90  0.05
H -1.15 -4.44 -0.22  0.07
H -0.44 -2.95 0.41  0.05
H 0.51 -4.01 -0.63  0.07
H -1.90 -4.62 -2.52  0.10
H -2.77 -3.46 -4.53  0.09
H -2.42 -1.02 -4.79  0.10
H -1.85 1.07 -3.84  0.08
H -0.13 0.95 -3.47  0.08
H -1.30 1.19 -2.17  0.06

Molar mass, g mol⁻¹: 638.09
Calculated total energy, eV: -50347.171
E_LUMO, eV: 2.28
ΔE to the lowest compared entry with this formula, charge and spin, kJ/mol: 1.77
E_HOMO, eV: -1.633
Charge: -1

=====

Entry 4:
The following is a DFT calculation (wB97M-V/def2-TZVPD) of C31H37Cl2N4O6Si2Zn as an isolated structure.

Each line ends with the Löwdin charge.
CARTESIAN COORDINATES (ANGSTROEM)
Zn 1.22 0.98 -0.92  0.68
C 1.98 -2.24 1.09  -0.17
Si 1.54 -0.72 2.11  0.44
C -0.28 -0.92 2.58  -0.17
C 2.46 -0.94 3.75  -0.18
C 1.91 0.82 1.15  -0.38
C 3.32 0.74 0.66  -0.42
C 4.49 0.73 1.42  -0.04
C 5.72 0.67 0.80  -0.07
C 5.78 0.61 -0.59  -0.07
C 4.59 0.63 -1.29  -0.11
N 3.41 0.69 -0.68  0.07
Si 1.61 2.47 1.98  0.45
C -0.20 2.97 1.92  -0.18
C 2.07 2.53 3.82  -0.19
C 2.63 3.82 1.16  -0.15
H 1.85 -3.16 1.68  0.03
H 3.01 -2.21 0.74  0.04
H 1.33 -2.29 0.22  -0.02
H -0.38 -1.78 3.25  0.04
H -0.89 -1.12 1.70  -0.01
H -0.69 -0.06 3.10  0.03
H 2.21 -1.93 4.15  0.03
H 2.17 -0.21 4.50  0.01
H 3.54 -0.90 3.64  0.02
H 4.42 0.80 2.50  0.09
H 6.62 0.67 1.39  0.10
H 6.73 0.56 -1.11  0.10
H 4.56 0.60 -2.38  0.12
H -0.84 2.25 2.43  0.01
H -0.53 3.10 0.88  0.02
H -0.33 3.93 2.42  0.04
H 1.42 1.91 4.44  0.02
H 1.96 3.56 4.16  0.02
H 3.10 2.23 4.01  0.02
H 2.29 4.00 0.14  0.02
H 3.69 3.56 1.12  0.03
H 2.54 4.75 1.72  0.03
O 0.66 4.65 -5.73  0.11
C 0.77 3.92 -4.77  -0.27
C 0.61 4.31 -3.31  -0.30
O 0.36 5.43 -2.90  0.08
C 0.81 3.08 -2.55  -0.29
C 1.11 2.00 -3.42  -0.31
O 1.35 0.82 -2.97  -0.17
C 1.09 2.43 -4.81  -0.30
O 1.27 1.76 -5.82  0.07
O 0.76 2.93 -1.28  -0.10
C -2.63 -5.16 -1.22  -0.05
C -3.41 -4.00 -0.67  -0.28
C -4.68 -3.70 -1.14  -0.05
C -5.38 -2.59 -0.67  -0.03
C -4.82 -1.77 0.31  -0.26
N -5.55 -0.64 0.72  0.13
C -5.10 0.54 1.28  -0.54
O -5.77 1.15 2.09  0.06
N -3.86 1.01 0.90  0.15
C -3.10 0.71 -0.25  -0.22
C -3.66 0.43 -1.49  0.00
C -2.82 0.12 -2.54  -0.02
C -1.45 0.12 -2.34  -0.11
N -0.91 0.42 -1.15  0.06
C -1.72 0.70 -0.14  -0.07
C -3.57 -2.10 0.83  -0.02
C -2.88 -3.18 0.33  -0.03
H -3.26 -5.80 -1.83  0.07
H -2.20 -5.76 -0.43  0.08
H -1.81 -4.81 -1.86  0.06
H -5.13 -4.32 -1.90  0.11
H -6.35 -2.34 -1.08  0.11
H -6.52 -0.79 0.95  0.15
H -3.53 1.77 1.47  0.15
H -4.73 0.45 -1.63  0.12
H -3.22 -0.10 -3.52  0.11
H -0.74 -0.08 -3.13  0.09
H -1.24 0.94 0.80  0.08
H -3.14 -1.49 1.61  0.11
H -1.90 -3.40 0.73  0.11
Cl 0.92 -4.91 -3.41  0.50
C 1.29 -3.79 -2.09  -1.02
Cl 1.30 -2.10 -2.60  0.62
H 2.27 -4.04 -1.69  0.03
H 0.52 -3.92 -1.33  0.00

Molar mass, g mol⁻¹: 754.13
Calculated total energy, eV: -140217.640
E_LUMO, eV: 2.10
ΔE to the lowest compared entry with this formula, charge and spin, kJ/mol: 56.02
E_HOMO, eV: -4.314
Charge: -1

=====

Entry 5:
The following is a DFT calculation (wB97M-V/def2-TZVPD) of a 2-piece molecular cluster, C31H37F3N2OS overall at a distorted geometry.

Each line ends with the Löwdin charge.
CARTESIAN COORDINATES (ANGSTROEM)
C -6.30 2.67 0.59  -0.06
C -4.90 2.89 0.11  -0.28
C -4.35 4.16 0.19  -0.01
C -3.03 4.40 -0.22  -0.19
C -2.49 5.79 -0.08  -0.04
C -2.28 3.31 -0.69  -0.14
N -0.94 3.51 -1.11  -0.07
C 0.15 2.81 -0.70  0.00
N 1.24 3.47 -1.17  -0.04
C 2.56 3.23 -0.74  -0.14
C 2.94 1.89 -0.52  -0.20
C 1.97 0.78 -0.73  -0.08
C 4.25 1.62 -0.12  0.00
C 5.16 2.65 0.10  -0.28
C 6.55 2.35 0.55  -0.06
C 4.76 3.98 -0.09  -0.02
C 3.46 4.29 -0.50  -0.19
C 3.07 5.73 -0.55  -0.06
C 0.88 4.36 -2.30  -0.10
C -0.62 4.35 -2.29  -0.10
C -2.83 2.03 -0.81  -0.20
C -2.05 0.92 -1.43  -0.05
C -4.15 1.83 -0.40  0.00
H -6.59 1.63 0.44  0.07
H -6.39 2.92 1.66  0.09
H -7.00 3.32 0.05  0.08
H -4.94 4.99 0.58  0.13
H -1.46 5.88 -0.42  0.06
H -3.11 6.50 -0.64  0.09
H -2.53 6.11 0.97  0.09
H 2.43 -0.15 -0.40  0.08
H 1.05 0.95 -0.15  0.04
H 1.69 0.65 -1.79  0.10
H 4.55 0.58 0.02  0.12
H 7.09 3.29 0.74  0.07
H 6.54 1.74 1.46  0.08
H 7.09 1.78 -0.22  0.08
H 5.47 4.78 0.10  0.11
H 3.89 6.31 -0.09  0.08
H 2.97 6.12 -1.57  0.08
H 2.17 5.95 0.03  0.09
H 1.28 5.36 -2.15  0.09
H 1.27 3.93 -3.24  0.13
H -1.01 3.87 -3.20  0.13
H -1.06 5.34 -2.17  0.10
H -2.67 0.02 -1.43  0.07
H -1.76 1.12 -2.47  0.09
H -1.14 0.71 -0.85  0.05
H -4.59 0.84 -0.50  0.12
C -2.24 -5.11 5.14  -0.02
C -1.02 -4.21 4.89  -0.58
C 0.26 -5.04 4.81  -0.04
C -1.21 -3.35 3.64  -0.16
C -1.24 -1.95 3.73  -0.01
C -1.42 -1.17 2.58  -0.06
C -1.57 -1.77 1.33  -0.08
C -1.53 -3.17 1.24  -0.07
C -1.35 -3.95 2.39  -0.04
O -0.94 -3.19 5.92  -0.48
S -0.44 -3.66 7.45  1.10
C -0.60 -2.10 8.31  -0.80
F -1.66 -2.09 9.18  0.06
F 0.54 -1.86 9.04  0.06
F -0.77 -1.06 7.44  0.09
H -2.43 -5.75 4.28  0.09
H -2.08 -5.73 6.03  0.08
H -3.12 -4.49 5.32  0.10
H 0.27 -5.65 3.89  0.09
H 1.14 -4.38 4.78  0.10
H 0.37 -5.71 5.66  0.07
H -1.13 -1.45 4.69  0.11
H -1.44 -0.08 2.70  0.11
H -1.72 -1.16 0.44  0.08
H -1.64 -3.66 0.27  0.10
H -1.33 -5.04 2.33  0.11

Molar mass, g mol⁻¹: 542.71
Calculated total energy, eV: -56761.150
E_LUMO, eV: 0.64
ΔE to the lowest compared entry with this formula, charge and spin, kJ/mol: 0.00
E_HOMO, eV: -7.680

=====

Entry 6:
The following is a DFT calculation (wB97M-V/def2-TZVPD) of a 5-piece molecular cluster, C31H37N6O9 overall at a distorted geometry.

Each line ends with the Löwdin charge.
CARTESIAN COORDINATES (ANGSTROEM)
C -2.56 0.54 -0.92  -0.10
C -1.73 0.99 0.35  -0.21
C -2.18 0.20 1.63  -0.19
N -1.15 -0.66 2.24  0.00
C -0.47 -1.52 1.31  -0.31
C 0.57 -2.35 2.14  -0.15
O 1.49 -3.03 1.33  -0.10
C 0.89 -3.52 0.13  -0.15
C -0.63 -3.78 0.28  -0.06
N -1.37 -2.51 0.66  0.12
H -2.87 -0.53 -0.86  0.05
H -1.97 0.70 -1.82  0.07
H -3.49 1.12 -0.96  0.07
H -2.00 2.05 0.48  0.11
H -0.65 0.98 0.17  0.07
H -3.11 -0.34 1.40  0.11
H -2.45 0.95 2.39  0.12
H -0.48 -0.12 2.78  0.12
H 0.12 -1.00 0.53  0.15
H 1.08 -1.64 2.80  0.14
H -0.03 -3.01 2.80  0.12
H 1.41 -4.45 -0.14  0.14
H 1.04 -2.75 -0.66  0.13
H -0.78 -4.47 1.12  0.14
H -1.06 -4.24 -0.62  0.15
H -2.14 -2.71 1.31  0.19
H -1.74 -2.13 -0.21  0.16
C 5.85 0.52 -0.52  -0.06
C 5.56 1.88 -0.63  -0.05
C 4.34 2.37 -0.18  0.01
C 3.42 1.48 0.37  -0.15
C 3.70 0.13 0.47  0.00
C 4.92 -0.35 0.02  -0.05
N 2.15 1.99 0.86  -0.34
O 1.92 3.17 0.74  0.11
O 1.37 1.20 1.36  0.03
H 6.81 0.15 -0.87  0.12
H 6.29 2.56 -1.05  0.12
H 4.12 3.42 -0.27  0.12
H 2.98 -0.56 0.89  0.10
H 5.15 -1.41 0.09  0.11
C -0.73 -4.17 5.95  -0.08
C -0.67 -4.82 7.18  -0.06
C -0.14 -4.17 8.28  0.01
C 0.34 -2.87 8.14  -0.14
C 0.29 -2.22 6.92  0.00
C -0.24 -2.87 5.82  -0.07
N 0.88 -2.17 9.31  -0.36
O 0.92 -2.78 10.35  0.09
O 1.26 -1.03 9.15  0.09
H -1.15 -4.68 5.09  0.10
H -1.05 -5.82 7.28  0.11
H -0.10 -4.67 9.24  0.12
H 0.67 -1.21 6.81  0.12
H -0.28 -2.37 4.86  0.07
C -8.43 3.86 -3.81  -0.06
C -7.27 4.61 -3.59  -0.06
C -6.05 3.96 -3.47  0.00
C -6.00 2.58 -3.58  -0.15
C -7.14 1.83 -3.80  0.00
C -8.37 2.48 -3.91  -0.06
N -4.71 1.90 -3.48  -0.36
O -3.72 2.58 -3.27  0.07
O -4.69 0.70 -3.61  0.07
H -9.38 4.37 -3.91  0.11
H -7.33 5.68 -3.51  0.11
H -5.15 4.55 -3.30  0.12
H -7.10 0.75 -3.88  0.12
H -9.27 1.91 -4.08  0.11
C 3.20 2.90 -6.17  -0.07
C 4.56 3.03 -6.43  -0.06
C 5.48 2.22 -5.78  0.00
C 5.01 1.26 -4.89  -0.15
C 3.66 1.12 -4.62  -0.01
C 2.75 1.94 -5.27  -0.07
N 5.97 0.38 -4.22  -0.35
O 7.15 0.54 -4.46  0.09
O 5.54 -0.47 -3.47  0.06
H 2.49 3.53 -6.68  0.11
H 4.91 3.78 -7.13  0.11
H 6.53 2.33 -5.98  0.12
H 3.31 0.38 -3.92  0.11
H 1.69 1.84 -5.07  0.11

Molar mass, g mol⁻¹: 637.67
Calculated total energy, eV: -60097.313
E_LUMO, eV: -2.83
E_HOMO, eV: -11.840
Charge: +1